[1]
124
Properties=species:S:1:pos:R:3:forces:R:3:mulliken_charge:R:1 method="wB97M-V/def2-TZVPD" relative_energy_kcal_mol=27.4 total_charge=-1 orbital_gap_ev=6.14
Ba 0.786579 0.066196 -0.837090 -2.9 1.6 0.5 1.75
C -3.512656 3.584260 3.387616 0.1 -0.1 -0.2 -1.01
N -2.902136 3.022111 2.195605 0.1 0.0 -0.3 0.35
C -3.232511 3.386954 0.912837 0.1 -0.1 0.1 -1.09
C -2.447265 2.629714 0.079964 -0.2 0.2 -0.1 -0.46
N -1.650689 1.805333 0.816355 -0.2 -0.1 0.1 0.95
C -1.921465 2.053190 2.082598 -0.4 0.3 -0.2 -0.38
P -1.131613 1.329959 3.531133 -0.1 0.0 0.4 -0.56
C 0.596251 1.580223 3.073512 0.0 -0.3 0.0 0.23
N 0.992709 1.911187 1.867908 0.6 0.1 -0.2 -0.10
C 2.349250 2.088371 1.948799 0.3 -0.1 0.2 -0.81
C 2.767986 1.843138 3.234380 -0.2 -0.1 -0.1 -0.43
N 1.637231 1.518816 3.953964 0.1 0.2 -0.2 0.37
C 1.586280 1.072700 5.333765 0.0 0.0 -0.3 -0.94
C -1.315361 -0.454084 3.227764 -0.2 -0.6 -0.4 0.02
N -0.330814 -1.336362 3.223150 -0.3 0.1 0.2 0.03
C -0.929464 -2.563611 3.063035 0.0 0.1 0.2 -0.61
C -2.286655 -2.419602 2.959798 0.0 0.2 0.0 -0.52
N -2.533303 -1.066607 3.076941 0.2 0.0 0.0 0.35
C -3.831398 -0.414612 2.962979 0.2 0.0 -0.3 -1.37
H -3.414143 4.667490 3.381920 0.0 0.1 0.0 0.36
H -4.569696 3.324993 3.433146 -0.1 0.0 0.0 0.33
H -3.013400 3.196501 4.267543 0.1 -0.1 0.1 0.35
H -3.982705 4.139171 0.707937 0.1 -0.1 0.1 0.46
H -2.411602 2.637717 -1.006177 0.0 -0.1 0.4 0.41
H 2.958025 2.321425 1.075442 -0.2 0.0 0.2 0.52
H 3.748403 1.845545 3.690966 -0.2 0.0 -0.1 0.55
H 2.512233 1.351894 5.825821 0.1 0.0 0.0 0.38
H 0.757478 1.548570 5.849426 -0.1 0.0 0.0 0.34
H 1.464831 -0.008999 5.379143 0.0 0.0 0.0 0.29
H -0.349153 -3.481033 3.014188 -0.2 0.7 0.2 0.40
H -3.087710 -3.131882 2.795192 0.2 0.2 0.0 0.42
H -4.602368 -1.091169 3.319321 -0.1 -0.1 0.0 0.40
H -3.845740 0.477387 3.586904 0.0 0.0 0.1 0.38
H -4.037809 -0.129020 1.921625 0.2 -0.1 0.2 0.48
C -2.432439 -4.922502 -2.886004 0.0 0.1 0.0 -0.45
C -2.888575 -4.800421 -1.577185 0.0 0.1 0.0 -0.56
C -3.218370 -3.547244 -1.072081 0.0 -0.1 0.0 -0.31
C -3.107324 -2.398298 -1.859071 0.0 -0.1 -0.1 -0.02
C -2.633038 -2.530851 -3.164766 0.0 -0.1 0.1 -0.28
C -2.304440 -3.784361 -3.674222 0.0 0.1 0.1 -0.80
P -3.605943 -0.794361 -1.108288 0.0 0.2 -0.1 1.28
C -5.443241 -1.038994 -1.164241 -0.2 0.1 0.1 -0.01
C -6.122988 -1.794973 -2.122435 0.0 0.0 0.1 -0.09
C -7.508542 -1.910721 -2.093359 0.0 0.0 0.0 -0.67
C -8.246492 -1.265749 -1.106512 0.0 0.0 0.0 -0.48
C -7.589688 -0.502723 -0.148331 0.1 0.0 0.0 -0.69
C -6.202872 -0.397407 -0.177785 0.2 0.1 0.0 -0.20
C -3.251533 0.417057 -2.441531 -0.1 0.0 0.3 -0.89
C -4.193833 0.950153 -3.328227 0.2 0.1 0.0 -0.29
C -3.776531 1.898065 -4.264975 0.1 -0.1 0.1 -0.72
C -2.431223 2.268786 -4.297029 0.0 0.0 0.1 -0.49
C -1.519369 1.708894 -3.396631 -0.1 0.1 -0.1 -0.38
C -1.889600 0.781175 -2.400675 0.4 -0.3 -0.3 0.33
H -2.167141 -5.896029 -3.287188 0.0 0.1 0.0 0.39
H -2.979426 -5.678548 -0.945491 0.0 0.0 0.0 0.36
H -3.570367 -3.457203 -0.043919 0.0 0.0 -0.1 0.28
H -2.515809 -1.641617 -3.776306 0.0 -0.1 0.0 0.33
H -1.935888 -3.871258 -4.691480 0.0 0.0 0.1 0.41
H -5.558890 -2.307109 -2.895444 0.0 0.0 0.0 0.40
H -8.014586 -2.507133 -2.847945 0.0 0.1 0.1 0.39
H -9.328067 -1.358213 -1.085804 0.1 0.0 0.0 0.35
H -8.154694 0.007217 0.626766 0.0 0.0 -0.1 0.39
H -5.683422 0.208880 0.571804 -0.2 -0.2 -0.2 0.20
H -5.234741 0.643449 -3.295780 0.0 0.0 0.0 0.33
H -4.490377 2.334329 -4.960389 0.1 0.0 0.1 0.32
H -2.090623 3.006059 -5.024153 -0.1 -0.1 0.1 0.34
H -0.479970 2.052966 -3.466083 -0.2 -0.1 0.0 0.33
O 0.248677 -2.384072 -1.153620 -0.4 -0.3 -0.2 0.77
P 1.212007 -3.508932 -1.235312 0.6 0.1 0.2 0.59
C 2.965913 -2.995051 -1.089304 0.0 -0.1 0.1 -1.68
P 3.352001 -1.784468 0.261013 -0.5 -1.0 1.1 0.06
O 2.192378 -1.060980 0.889985 0.6 0.1 -0.1 -0.13
C 3.623897 -3.096738 1.570711 0.2 -0.1 0.0 0.18
C 4.622426 -4.068829 1.449674 0.0 0.0 0.1 -0.27
C 4.778406 -5.066129 2.405104 -0.1 0.1 0.0 -0.78
C 3.931168 -5.101682 3.510690 0.0 0.1 -0.1 -0.61
C 2.949896 -4.129125 3.653000 0.0 0.1 0.0 -0.41
C 2.797550 -3.128979 2.693100 0.0 0.0 0.0 -0.30
C 5.012386 -1.106828 0.283075 0.2 -0.1 -0.5 0.53
C 5.406448 -0.368598 1.393019 0.1 0.0 0.0 -0.30
C 6.712153 0.098799 1.474176 -0.1 0.0 0.0 -0.64
C 7.622142 -0.180235 0.461483 -0.1 -0.1 0.0 -0.56
C 7.224291 -0.918991 -0.648885 -0.1 0.0 0.1 -0.63
C 5.915927 -1.377437 -0.742620 0.0 0.2 0.1 -0.12
C 0.898478 -4.722244 0.057575 -0.1 0.0 0.0 0.40
C 1.726001 -5.817721 0.306496 0.0 0.0 0.1 0.02
C 1.420049 -6.702078 1.328514 0.0 0.1 0.0 -0.91
C 0.280601 -6.499084 2.104425 0.0 0.0 -0.1 -0.86
C -0.537537 -5.404392 1.865750 0.0 -0.2 -0.2 -0.82
C -0.227744 -4.508123 0.848707 0.0 -0.2 -0.3 -1.01
C 1.127149 -4.302666 -2.852926 0.2 -0.2 0.1 0.66
C 1.186852 -3.459306 -3.962312 0.0 0.0 0.0 -0.69
C 1.105476 -3.987032 -5.241868 0.0 0.0 0.0 -0.76
C 0.961848 -5.358401 -5.420742 0.0 0.0 0.1 -0.52
C 0.897987 -6.200480 -4.317748 0.0 0.1 0.0 -0.56
C 0.983592 -5.674697 -3.034424 -0.1 0.0 -0.1 -0.43
H 3.266599 -2.637607 -2.069681 0.1 0.1 0.0 1.09
H 3.499413 -3.911406 -0.826989 0.1 0.0 -0.2 0.70
H 5.311367 -4.034790 0.607070 -0.1 0.0 0.0 0.43
H 5.562928 -5.808006 2.291548 -0.1 0.0 0.0 0.40
H 4.040573 -5.879674 4.258590 0.0 0.0 0.0 0.38
H 2.294568 -4.141586 4.519473 0.0 0.0 -0.1 0.45
H 2.035965 -2.358476 2.798084 0.0 -0.1 0.0 0.30
H 4.686769 -0.138014 2.173646 0.1 0.0 -0.1 0.22
H 7.014650 0.698268 2.327268 0.0 -0.1 -0.1 0.38
H 8.637769 0.196627 0.531440 -0.1 0.0 0.0 0.36
H 7.919805 -1.116143 -1.456675 0.0 0.0 0.1 0.39
H 5.588135 -1.898589 -1.636541 0.0 0.0 0.1 0.36
H 2.628323 -5.974365 -0.277073 -0.1 0.0 0.0 0.42
H 2.078321 -7.539340 1.524999 0.0 0.0 0.0 0.43
H 0.043016 -7.190864 2.904023 0.0 0.0 0.0 0.41
H -1.419797 -5.233875 2.475751 0.1 -0.1 -0.1 0.42
H -0.855907 -3.640800 0.664711 0.2 -0.1 -0.1 0.79
H 1.275046 -2.384905 -3.828137 0.0 -0.1 0.0 0.41
H 1.144904 -3.322951 -6.096327 0.0 0.0 0.0 0.43
H 0.891418 -5.772963 -6.419472 0.0 0.0 0.0 0.37
H 0.771484 -7.268642 -4.450652 0.0 0.0 0.0 0.43
H 0.897782 -6.338223 -2.181909 0.0 0.1 0.0 0.33
O 3.135842 -0.427687 -1.588753 0.3 0.5 -0.4 -1.03
Se 3.507534 1.238517 -1.918239 0.2 -1.0 0.1 1.23
O 4.272123 1.765699 -0.596734 0.3 0.3 0.0 -0.75
O 2.014104 1.926456 -2.026750 0.3 0.1 -0.2 -0.78
O 4.318937 1.227984 -3.300039 0.3 0.2 -0.3 -0.74

=====

[2]
47
Properties=species:S:1:pos:R:3:forces:R:3:mulliken_charge:R:1 method="wB97M-V/def2-TZVPD" relative_energy_kcal_mol=0.0 total_charge=0 orbital_gap_ev=8.83
N -1.351912 -8.014228 0.314336 -0.5 -0.4 -0.4 -0.42
O -3.082389 1.122655 -5.152323 -0.9 1.6 -0.3 -0.63
F 1.606066 2.442610 3.528207 -0.2 -0.2 -0.4 -0.32
C -0.595694 -7.433613 0.942117 0.7 0.9 0.4 0.16
C 1.616607 0.224525 1.731402 -0.2 -0.7 -0.3 0.21
C 2.070349 -0.879119 1.889079 0.1 0.1 0.5 -1.04
N -1.239980 1.737395 -2.101337 -0.4 -0.2 -1.5 -0.52
N 1.536160 -4.452879 2.052738 -0.7 0.8 -0.9 -0.48
O -0.990905 5.059147 0.706744 -0.6 1.0 -0.3 -0.52
O 2.874796 -2.463978 3.494433 -0.3 -0.8 -1.0 -0.61
S 0.551719 -2.961204 0.186896 0.4 -0.7 0.5 -0.10
C -2.166299 1.089760 -4.356649 -0.8 -2.0 -0.6 0.03
C -1.232855 2.822731 -1.381732 0.1 -0.5 0.0 0.08
C 1.626663 -3.227791 1.543494 -1.3 -2.6 0.2 0.09
C 0.024513 -4.628901 0.281263 0.1 0.9 0.4 -0.18
C -1.926131 2.051206 -3.272732 0.5 0.7 1.1 0.36
C -2.349555 3.352810 -3.217555 0.2 -0.7 -0.1 -0.37
C 0.585012 -5.228457 1.358448 0.7 0.5 -0.2 -0.32
C 0.229843 3.678453 2.034010 1.1 -1.5 0.5 -0.48
C 0.150283 1.572181 0.277451 0.1 0.9 0.2 -0.61
C 0.927772 2.487484 2.378860 -1.4 2.1 -1.5 -0.25
C 0.909795 1.439708 1.453624 -0.1 -0.1 0.2 0.41
C -0.473369 3.827569 0.827943 1.1 -0.9 1.5 0.51
C -0.533964 2.769768 -0.076654 0.1 -0.2 0.2 0.45
N -1.390967 -0.023162 -4.423014 1.4 -0.2 1.3 -0.42
N -1.913887 3.855584 -2.006832 0.6 -0.1 0.1 0.18
C 0.386500 -6.687687 1.751328 -0.9 0.9 -0.3 -0.18
C 3.925054 -2.354433 1.280772 0.2 -0.2 0.2 -1.46
C -2.204373 5.204032 -0.000050 -0.4 0.1 -0.2 -0.77
C 2.617507 -2.244673 2.095828 0.6 1.0 0.1 1.56
C -1.981759 5.230344 -1.493204 -0.5 -0.7 -0.4 -0.46
H 2.884665 -3.445190 3.595409 -0.1 0.8 0.0 0.37
H -0.691869 -5.056851 -0.406873 0.0 0.2 0.1 0.41
H -2.943048 3.817427 -3.988785 0.1 0.6 0.4 0.48
H 0.306426 4.523449 2.695423 -0.2 0.1 0.2 0.49
H 0.137542 0.735927 -0.410780 -0.1 0.2 0.0 0.77
H -1.752165 -0.813705 -4.961854 0.3 0.7 0.4 0.25
H -0.773124 -0.175756 -3.624575 -0.2 -0.3 -0.6 0.25
H 0.058069 -6.758172 2.783081 0.3 0.0 0.3 0.29
H 1.329719 -7.145573 1.603812 1.0 -0.8 0.3 0.25
H 4.684442 -1.694080 1.707711 -0.2 -0.2 0.1 0.39
H 4.289659 -3.390986 1.254371 -0.1 0.3 0.2 0.37
H 3.755047 -2.033235 0.263937 -0.1 0.0 -0.4 0.33
H -2.891463 4.385691 0.272419 0.1 0.3 -0.1 0.44
H -2.673060 6.167866 0.252128 0.5 -0.4 0.4 0.37
H -2.844433 5.712820 -1.952456 0.1 0.0 -0.2 0.45
H -1.081005 5.802529 -1.729861 -0.1 -0.1 0.0 0.19

=====

[3]
8
Properties=species:S:1:pos:R:3:forces:R:3:mulliken_charge:R:1 method="wB97M-V/def2-TZVPD" relative_energy_kcal_mol=26.5 total_charge=0 orbital_gap_ev=9.23
C -0.443947 -0.916460 0.308132 -0.6 -0.5 0.0 0.26
C -0.307640 0.331629 -0.295926 2.0 -0.4 -2.3 -0.73
O -1.273250 -1.597924 -0.391284 -0.7 -1.5 0.4 -0.40
O -2.863996 0.275239 0.916907 -0.6 0.0 0.2 -0.47
P -2.383184 -0.011436 -0.436346 0.6 0.3 -0.1 0.41
H -0.187812 -1.289736 1.328823 0.1 0.5 -0.7 0.30
H 0.318387 1.035582 0.176517 0.2 1.2 0.6 0.36
H 0.042787 0.165879 -1.401536 -1.0 0.5 2.0 0.28

=====

[4]
12
Properties=species:S:1:pos:R:3:forces:R:3:mulliken_charge:R:1 method="wB97M-V/def2-TZVPD" relative_energy_kcal_mol=70.6 total_charge=0 orbital_gap_ev=10.73
C -1.637268 0.849052 0.229321 1.6 -0.7 -5.2 -0.09
C 0.286037 -0.264019 -0.464748 1.8 1.3 -2.4 0.52
C 1.685910 -0.458827 0.171017 1.3 1.4 -3.2 -1.23
N -1.735736 -0.582664 0.347589 0.2 -0.6 0.7 -0.30
N -0.677455 -1.141916 0.053576 -1.5 -1.6 0.2 -0.21
O -0.225773 1.037924 -0.298614 -1.8 0.6 1.4 -0.43
H -2.351747 1.152520 -0.654913 1.1 -0.1 2.1 0.23
H -1.776194 1.263944 1.168904 -0.4 1.3 1.5 0.30
H 0.339838 -0.446953 -1.592155 -0.1 -0.1 1.2 0.25
H 1.472917 -0.773214 1.102135 -0.2 -1.6 3.4 0.40
H 2.206381 0.523726 0.318527 -0.6 -0.7 -0.5 0.30
H 2.413086 -1.159569 -0.380637 -1.5 0.9 0.8 0.26

=====

[5]
18
Properties=species:S:1:pos:R:3:forces:R:3:mulliken_charge:R:1 method="wB97M-V/def2-TZVPD" relative_energy_kcal_mol=45.8 total_charge=+1 orbital_gap_ev=10.78
C -1.434267 0.228377 0.120010 2.1 1.5 2.0 0.68
C -0.831222 -0.479800 -1.072461 -2.9 -1.9 -0.6 -0.61
C 1.052161 -0.586517 0.078749 0.8 3.8 0.2 0.79
C 2.311876 0.198588 0.172817 1.9 2.0 0.6 -0.60
N -0.533482 0.502740 1.012444 1.2 -2.0 -3.7 -0.49
N -2.715864 0.482887 0.298980 -1.9 0.5 0.6 -0.39
O 0.512758 -0.341422 -1.094380 1.1 -0.1 0.6 -0.33
O 0.918484 -1.587718 0.801041 -1.3 -3.8 1.5 -0.40
O 2.049225 1.535221 -0.291666 0.3 -1.5 -2.8 -0.51
H -1.048259 -1.591938 -0.872191 -0.5 1.4 -1.0 0.27
H -1.165213 -0.102554 -2.033381 -0.6 -0.5 -0.1 0.47
H 3.009377 -0.303701 -0.551065 -0.2 0.2 0.9 0.32
H 2.828247 0.403169 1.182825 -1.2 -1.3 -1.4 0.36
H -0.689658 0.724185 1.942916 -0.7 0.9 1.9 0.16
H -3.379961 0.701434 -0.446768 0.5 -0.4 0.4 0.26
H -2.947783 0.856937 1.243283 0.0 -0.3 -1.4 0.25
H 0.028264 -2.042640 0.818214 1.3 0.6 -0.2 0.42
H 2.035323 1.402749 -1.309375 -0.1 1.0 2.5 0.35